No. 1
Molecular formula: C11H8O
Method: DFT, wB97M-V/def2-TZVPD

XYZ file:
```
20
Properties=species:S:1:pos:R:3:lowdin_charge:R:1
C 1.3632 -1.6622 -0.1888 -0.07
C 0.6041 -1.6376 1.0483 -0.10
C 1.6029 -0.4275 -0.7109 -0.06
C -0.4317 -0.8244 1.2696 -0.03
C 0.7001 0.6461 -0.3117 -0.13
C -0.7132 0.1747 0.1883 -0.17
C 1.3496 1.8233 -0.0707 -0.03
C -1.9710 0.9502 0.1459 -0.34
C -2.0657 -0.2795 -0.5316 -0.09
C 2.0367 2.8679 0.0248 0.00
C -2.7611 -1.3261 -1.0432 0.09
O -2.4757 2.0156 0.3658 0.13
H 1.9717 -2.5189 -0.4316 0.10
H 0.9334 -2.2283 1.8752 0.10
H 2.2521 -0.2692 -1.5905 0.12
H -0.8555 -0.6672 2.2080 0.10
H 1.8478 3.7990 -0.5973 0.09
H 2.7755 3.1469 0.8364 0.09
H -2.2523 -2.2009 -1.5575 0.08
H -3.9107 -1.3819 -0.9286 0.10
```

## Properties
LUMO energy in Eh: -0.01397
E_HOMO in Eh: -0.3099
Kohn-Sham gap in eV: 8.05
DFT total energy in hartree: -498.95784
SMILES: C=C=C1C=CC=C[C@]12C(=C)C2=O
ΔE to the lowest compared entry with this formula, charge and spin in kJ/mol: 638.7

No. 2
Molecular formula: C27H29AsAuBNO2P
Method: DFT, wB97M-V/def2-TZVPD

XYZ file:
```
63
Properties=species:S:1:pos:R:3:mulliken_spin:R:1
Au -16.6938 5.9647 7.1748 0.45
N -16.8332 0.7986 10.3897 0.20
C -17.9678 1.0572 9.6945 0.10
C -18.9846 1.7668 10.4020 -0.01
C -20.2437 1.9992 9.8467 0.05
C -20.4187 1.6591 8.4926 0.08
C -19.4528 0.9244 7.8125 -0.05
C -18.2201 0.4947 8.4160 0.16
P -17.3793 -0.6611 7.3734 0.35
C -15.8057 -1.1074 8.1024 0.01
C -14.4871 -0.7095 7.7464 0.02
C -13.3765 -1.2512 8.3873 -0.01
C -13.5072 -2.1050 9.5058 0.03
C -14.7993 -2.3763 9.9436 -0.01
C -15.9050 -1.9505 9.2080 -0.01
C -16.8891 0.4315 6.0022 0.04
C -16.7409 -0.1421 4.7114 0.01
C -16.5916 0.6452 3.5872 -0.01
C -16.5437 2.0230 3.7168 0.03
C -16.8342 2.6183 4.9185 -0.02
C -16.9410 1.8175 6.0554 0.04
H -16.8200 1.1166 11.3250 -0.01
H -15.9767 0.6061 9.9417 -0.01
H -18.7636 2.0489 11.4023 0.00
H -20.8939 2.7245 10.2994 0.00
H -21.3150 2.0281 8.0090 0.00
H -19.6203 0.8081 6.6874 0.00
H -14.2794 0.0140 6.9528 0.00
H -12.3608 -0.9764 8.0798 0.00
H -12.7005 -2.4155 10.1057 0.00
H -14.8596 -2.7572 10.9454 0.00
H -16.9508 -2.2696 9.5020 0.00
H -16.6320 -1.2063 4.6361 0.00
H -16.3839 0.1663 2.6644 0.00
H -16.4215 2.5808 2.8461 0.00
H -16.9850 3.7690 4.9459 0.04
H -16.8943 2.3657 7.0244 0.00
O -14.5572 5.0454 4.8164 -0.05
B -15.1947 4.9497 6.0947 0.38
O -14.6436 3.8386 6.8805 -0.03
C -13.7356 3.2961 6.0115 0.01
C -12.9477 2.1951 6.1602 0.00
C -11.9976 1.7604 5.1614 0.00
C -11.8914 2.5270 4.0353 0.00
C -12.6839 3.6811 3.8693 0.00
C -13.6273 3.9841 4.7822 0.00
H -13.0793 1.5477 7.0081 0.00
H -11.4675 0.8073 5.2209 0.00
H -11.2666 2.1297 3.1886 0.00
H -12.6489 4.2462 2.9320 0.00
C -19.4212 5.6033 9.6790 0.02
As -17.9764 6.7873 9.1897 0.15
C -16.9556 6.6570 10.9907 0.00
C -18.4202 8.7545 9.1254 0.03
H -20.1499 6.3223 10.1196 0.00
H -19.0561 4.9765 10.5161 0.00
H -19.9606 5.0995 8.8996 0.00
H -16.1464 5.9504 10.8614 0.00
H -17.5606 6.2604 11.8075 0.00
H -16.4668 7.5958 11.1170 0.00
H -17.6741 9.1457 8.4734 0.00
H -18.3961 9.0855 10.1630 0.01
H -19.3901 8.8365 8.6079 0.00
```

## Properties
LUMO energy (spin up / spin down) in Eh: -0.20932 / -0.34994
E_HOMO (spin up / spin down) in Eh: -0.5059 / -0.5029
Kohn-Sham gap (spin up / spin down) in eV: 8.07 / 4.16
DFT total energy in hartree: -3988.53499
Total charge: +2
⟨S²⟩: 2.027
2S+1: 3
ΔE to the lowest compared entry with this formula, charge and spin in kJ/mol: 54.8

No. 3
Molecular formula: C3H4N2O2
Method: DFT, wB97M-V/def2-TZVPD

XYZ file:
```
11
Properties=species:S:1:pos:R:3:lowdin_charge:R:1
C -0.5573 -1.4924 0.0615 -0.25
C 1.3049 0.1607 0.3793 -0.06
C 0.1082 -0.3304 -0.4495 -0.14
N -1.0559 -2.4463 0.4694 0.18
N -1.3336 0.9551 -0.2157 -0.31
O -2.3433 0.6905 -0.8011 0.09
O -0.9369 1.9244 0.3766 0.07
H 1.8978 0.8336 -0.3373 0.12
H 1.1102 0.8765 1.1986 0.09
H 1.5680 -0.6955 0.8972 0.05
H 0.2379 -0.4761 -1.5791 0.16
```

## Properties
LUMO energy in Eh: -0.01321
E_HOMO in Eh: -0.3825
Kohn-Sham gap in eV: 10.05
DFT total energy in hartree: -376.53660
ΔE to the lowest compared entry with this formula, charge and spin in kJ/mol: 596.5

No. 4
Molecular formula: C9H9NO2
Method: DFT, wB97M-V/def2-TZVPD

XYZ file:
```
21
Properties=species:S:1:pos:R:3:lowdin_charge:R:1
C -0.5126 1.8214 -0.2924 -0.35
C -0.7996 0.8011 0.7998 -0.11
C -0.2765 -0.5244 0.4069 -0.18
C -0.9926 -1.7288 0.2670 -0.04
C -0.3331 -2.8072 -0.2309 -0.11
C 1.0511 -2.7758 -0.3477 -0.12
C 1.7503 -1.6682 -0.2048 -0.02
C 1.0130 -0.4974 -0.0654 -0.23
C 1.0351 1.9263 -0.3721 -0.33
H -1.7815 2.5907 0.6032 0.04
H -0.4657 3.6246 0.4478 0.10
H -1.1160 1.5043 -1.2370 0.19
H -0.1323 1.2084 1.6568 0.17
H -1.9771 0.6277 1.1310 0.19
H -2.0318 -1.7645 0.3156 0.09
H -0.9776 -3.7956 -0.5241 0.16
H 1.5595 -3.5309 -1.0625 0.15
H 2.7833 -1.6541 -0.4530 0.12
N -1.1890 3.0650 -0.0497 0.05
O 1.6414 0.6731 -0.2930 0.10
O 1.7517 2.9044 -0.4956 0.14
```

## Properties
LUMO energy in Eh: 0.02239
E_HOMO in Eh: -0.3297
Kohn-Sham gap in eV: 9.58
DFT total energy in hartree: -553.50925
SMILES: N[C@@H]1Cc2ccccc2OC1=O
ΔE to the lowest compared entry with this formula, charge and spin in kJ/mol: 280.1

No. 5
Molecular formula: C7H36NO10
Method: DFT, wB97M-V/def2-TZVPD

XYZ file:
```
54
Properties=species:S:1:pos:R:3:mulliken_spin:R:1
C -0.0699 -0.2433 1.2772 0.43
C 0.4848 -0.6568 2.6363 -0.05
C 1.6861 -1.6093 2.3072 0.01
C 3.3219 -0.8551 0.5158 0.01
C 2.8796 -0.8375 1.7827 -0.02
C 3.4111 0.1572 2.7761 0.01
C 4.4697 -0.0609 0.0185 0.00
N -1.3770 0.4915 1.2613 -0.08
H 0.7246 0.3592 0.8230 0.09
H -0.0602 -1.0557 0.5241 0.18
H -0.2030 -1.3052 3.1763 -0.03
H 0.9042 0.1521 3.2279 0.02
H 1.4174 -2.5124 1.7312 0.00
H 1.9628 -2.0388 3.2878 0.00
H 2.9008 -1.6409 -0.0882 0.02
H 2.6963 0.9603 3.0050 0.00
H 4.3499 0.6395 2.5102 0.00
H 3.5902 -0.4025 3.7289 0.00
H 4.3702 1.0181 0.2851 0.00
H 5.4887 -0.4041 0.1926 0.00
H 4.3161 0.0837 -1.0598 0.00
H -1.6739 0.7096 0.2941 -0.16
H -1.3209 1.4278 1.6471 0.06
H -1.9909 -0.1913 1.6997 0.04
H -5.0008 0.8688 0.7053 0.00
H -4.6121 2.3417 0.3215 -0.01
O -4.2869 1.4530 0.4451 0.05
H -3.8324 -1.3885 -0.0142 0.06
H -4.7929 -1.5053 1.0729 0.00
O -3.8706 -1.2546 0.9496 -0.08
H -0.5221 3.2679 -0.9401 0.07
H -0.1778 2.0963 -1.5790 0.02
O -0.6901 2.3299 -0.7818 -0.14
H 1.1426 2.9040 -2.8876 0.04
H 2.6353 3.1103 -2.4838 -0.02
O 1.9123 2.4779 -2.4538 0.12
H 0.3980 -2.9674 -2.3978 0.07
H 0.3967 -4.5176 -2.6463 -0.05
O 0.4068 -3.8342 -1.9756 0.09
H -2.8104 -2.4853 -2.3105 0.08
H -1.6354 -2.6100 -1.3604 0.04
O -2.3574 -2.0196 -1.5867 -0.16
H 0.6341 -0.5344 -1.3920 0.10
H 1.8614 0.0935 -1.7061 0.09
O 1.5849 -0.7453 -1.2969 -0.17
H -2.5002 1.7874 3.9151 0.00
H -3.6741 0.5981 3.5116 0.01
O -2.9206 1.1458 3.3639 0.00
H -0.4967 3.0262 -4.3168 0.01
H -0.9627 2.0232 -3.1582 0.13
O -0.5880 2.8731 -3.3727 -0.08
H -0.0741 -0.2420 -3.8543 0.16
H -1.2119 -0.5522 -2.9897 0.16
O -0.4393 0.0569 -3.0071 -0.11
```

## Properties
LUMO energy (spin up / spin down) in Eh: 0.00073 / -0.00359
E_HOMO (spin up / spin down) in Eh: -0.0908 / -0.3083
Kohn-Sham gap (spin up / spin down) in eV: 2.49 / 8.29
DFT total energy in hartree: -1095.27823
⟨S²⟩: 0.751
2S+1: 2

No. 6
Molecular formula: C6H6ClNO2
Method: DFT, wB97M-V/def2-TZVPD

XYZ file:
```
16
Properties=species:S:1:pos:R:3:lowdin_charge:R:1
C 0.7447 -1.4552 0.4358 -0.11
C -1.3999 1.6648 -1.7996 -0.02
C -0.2488 -0.6255 1.1621 -0.07
C -0.7643 1.1779 -2.6962 0.01
C 0.4703 -2.6920 -0.0459 0.05
C -0.1802 0.6777 1.3646 -0.59
N 0.9981 1.4642 1.0914 -0.40
O 2.0440 0.8856 1.2315 0.08
O 0.7857 2.6529 0.8484 0.03
Cl -1.5922 1.6513 1.6731 0.73
H 1.6849 -0.9381 0.2647 0.09
H -1.8862 2.2613 -1.0503 0.00
H -1.1432 -0.9687 1.5410 0.09
H -0.1747 0.6068 -3.3245 0.00
H -0.3983 -3.2334 0.1464 0.04
H 1.0600 -3.1293 -0.8426 0.06
```

## Properties
LUMO energy in Eh: -0.03617
E_HOMO in Eh: -0.3541
Kohn-Sham gap in eV: 8.65
DFT total energy in hartree: -897.40834
SMILES: C=C/C=C(/Cl)[N+](=O)[O-].C#C
ΔE to the lowest compared entry with this formula, charge and spin in kJ/mol: 563.1

No. 7
Molecular formula: C27H28CoN4O2S
Method: DFT, wB97M-V/def2-TZVPD

XYZ file:
```
63
Properties=species:S:1:pos:R:3:mulliken_spin:R:1
Co 0.3624 0.1512 -1.0222 2.43
C 2.9443 0.1614 -2.2000 0.00
C 3.0335 1.3622 -1.2824 0.00
N 1.7358 1.7459 -0.7196 0.01
C 1.5938 1.5011 0.7274 -0.08
C 0.8847 -0.3184 3.1377 0.76
S 2.2755 -2.2936 1.5960 0.02
C 3.3136 -2.0117 0.1262 0.01
C 2.6967 -2.1086 -1.2382 0.00
N 2.0048 -0.9619 -1.8701 0.04
H 3.9508 -0.2493 -2.2843 0.00
H 2.6885 0.4961 -3.2103 0.00
H 3.4726 2.1757 -1.8443 0.00
H 3.7016 1.1582 -0.4354 0.00
H 1.4359 2.6812 -1.0260 0.01
H 0.0202 1.0964 2.0695 -0.01
H 2.4375 1.8487 1.3269 -0.02
H 0.0403 -1.0069 3.2523 0.04
H 2.3054 0.5708 4.5214 0.01
H 4.0620 -2.8070 0.1350 0.00
H 3.8452 -1.0968 0.2766 0.00
H 2.0133 -2.9489 -1.2383 0.00
H 3.5450 -2.3606 -1.9264 0.00
H 1.5793 -1.3385 -2.7311 0.00
C 1.2545 0.7231 4.2261 0.02
C 1.1068 2.2068 3.8598 0.06
C 0.7055 2.8659 2.7790 -0.01
C 0.2855 2.0368 1.5552 -0.04
N 1.4355 0.0720 0.7480 0.11
C 1.8421 -0.5195 1.9503 0.03
C -0.9321 2.3210 0.7159 0.07
C -1.9958 3.1308 1.1326 -0.02
C -3.1757 3.3057 0.3975 0.03
C -3.3426 2.5835 -0.8275 -0.03
C -2.2521 1.8292 -1.3391 0.04
C -1.1432 1.6530 -0.5306 -0.51
H 0.6626 0.5117 5.1482 0.00
H 1.5593 2.7844 4.6515 0.00
H 0.8488 3.8920 2.6278 0.00
H 2.8414 -0.2162 2.2985 0.01
H -1.9071 3.7169 2.0422 0.00
H -3.9335 3.9554 0.7942 0.00
H -4.2252 2.7848 -1.3626 0.00
H -2.3676 1.4300 -2.3415 -0.01
O -0.3127 -0.7464 -4.8898 0.01
C -0.4650 -0.3507 -3.7554 -0.01
O 0.1641 0.5780 -3.1458 0.04
C -1.4483 -1.0071 -2.8074 0.00
C -2.5945 -1.6305 -3.3637 0.00
C -3.4037 -2.2791 -2.4643 0.00
C -3.0378 -2.4037 -1.1062 0.00
C -3.8156 -3.0885 -0.1610 0.00
C -3.4133 -3.0990 1.1873 0.00
C -2.2060 -2.4829 1.5900 -0.02
C -1.4106 -1.8743 0.6666 -0.01
C -1.8318 -1.8280 -0.6787 -0.03
N -1.0759 -1.1119 -1.5477 -0.01
H -2.8202 -1.5953 -4.4429 0.00
H -4.3360 -2.7320 -2.8036 0.00
H -4.7800 -3.4634 -0.4763 0.00
H -4.0117 -3.5274 1.9615 0.00
H -1.9330 -2.5240 2.6427 0.00
H -0.4780 -1.3478 0.9288 0.05
```

## Properties
LUMO energy (spin up / spin down) in Eh: -0.03724 / -0.00997
E_HOMO (spin up / spin down) in Eh: -0.2680 / -0.2679
Kohn-Sham gap (spin up / spin down) in eV: 6.28 / 7.02
DFT total energy in hartree: -3195.97559
⟨S²⟩: 4.199
2S+1: 4
ΔE to the lowest compared entry with this formula, charge and spin in kJ/mol: 14.3